1.
{"formula": "C4H14N2OS", "method": "wB97M-V/def2-TZVPD", "total_energy_ha": -743.7043, "multiplicity": 1, "relative_energy_ev": 0.805, "max_force_ev_per_a": 1.8, "charge": 0, "smiles": "CN[C@@H](CN)CS.O", "species": ["C", "N", "C", "C", "S", "C", "N", "H", "H", "H", "H", "H", "H", "H", "H", "H", "H", "H", "H", "H", "H", "O"], "coordinates": [[-1.62, 1.22, -1.50], [-0.20, 1.00, -1.79], [0.59, 0.43, -0.71], [0.12, -1.01, -0.40], [1.44, -2.22, -0.34], [0.63, 1.24, 0.58], [1.39, 2.51, 0.41], [-1.83, 1.64, -0.50], [-2.13, 0.27, -1.50], [-2.13, 1.82, -2.24], [0.21, 1.87, -2.11], [1.59, 0.47, -1.12], [-0.67, -1.23, -1.11], [-0.35, -1.05, 0.58], [2.31, -1.73, -1.23], [-0.35, 1.54, 0.97], [1.21, 0.62, 1.28], [2.01, 2.70, 1.17], [0.79, 3.28, 0.18], [-2.38, -0.76, 2.85], [-3.52, -0.62, 3.86], [-3.00, -1.27, 3.38]]}


2.
{"formula": "C4H14N2Si", "method": "wB97M-V/def2-TZVPD", "total_energy_ha": -559.7527, "multiplicity": 1, "relative_energy_ev": 2.144, "max_force_ev_per_a": 4.6, "charge": 0, "species": ["C", "C", "C", "C", "N", "N", "Si", "H", "H", "H", "H", "H", "H", "H", "H", "H", "H", "H", "H", "H", "H"], "coordinates": [[1.67, -1.15, -0.89], [1.99, 0.82, 0.42], [-1.56, -1.70, -0.02], [-1.27, 0.99, 1.53], [-1.44, 1.19, -1.79], [1.05, -0.20, -0.04], [-0.62, -0.08, 0.12], [1.98, -0.65, -1.80], [2.50, -1.60, -0.31], [1.01, -1.98, -1.10], [1.67, 1.33, 1.31], [2.95, 0.39, 0.96], [2.22, 1.46, -0.42], [-1.01, -2.43, 0.52], [-2.45, -1.39, 0.62], [-1.72, -1.90, -1.02], [-1.53, 2.07, 1.30], [-2.15, 0.24, 1.65], [-0.62, 0.98, 2.38], [-2.06, 1.80, -1.36], [-0.61, 1.83, -2.04]]}